[1]
C2H11N2O2 | ωB97M-V/def2-TZVPD

Properties
<S²> = 0.753
frontier orbital gap (spin up / spin down) = 0.1913 / 0.3335 hartree
relative energy (zero: lowest compared OMol25 entry of this formula, charge and spin) = 44.42 kJ/mol
HOMO (spin up / spin down) = -4.4 / -8.3 eV
spin multiplicity = 2

Structure (XYZ):
```
17
C2H11N2O2, DFT ωB97M-V/def2-TZVPD
C -0.22 -1.63 -1.57
N 0.00 1.27 0.73
C 0.18 0.05 0.13
N -0.58 -0.38 -0.94
H -0.94 -1.79 -2.37
H -0.38 -2.43 -0.83
H 0.82 -1.68 -1.89
H -0.62 1.97 0.33
H 0.13 1.39 1.72
H 1.13 -0.44 0.33
H -0.97 0.34 -1.53
H 3.85 -1.97 1.50
H 3.57 -0.63 2.14
O 3.13 -1.37 1.70
H -3.13 3.21 0.18
H -3.32 1.72 0.07
O -2.65 2.38 0.29
```

---

[2]
C2H4FN | ωB97M-V/def2-TZVPD

Properties
frontier orbital gap = 0.4322 hartree
relative energy (zero: lowest compared OMol25 entry of this formula, charge and spin) = 75.77 kJ/mol
HOMO = -10.7 eV
spin multiplicity = 1
SMILES = [H]/N=C(/C)F

Structure (XYZ):
```
8
C2H4FN, DFT ωB97M-V/def2-TZVPD
C -0.42 -0.18 -0.06
C 0.90 0.49 -0.05
N -0.89 -0.90 0.75
F -1.30 0.22 -1.37
H 0.93 0.99 0.89
H 0.99 1.23 -0.88
H 1.52 -0.42 -0.19
H -1.74 -1.43 0.91
```

---

[3]
C43H45BI2N7O2RuSSb | ωB97M-V/def2-TZVPD

Properties
<S²> = 8.777
frontier orbital gap (spin up / spin down) = 0.2738 / 0.1947 hartree
relative energy (zero: lowest compared OMol25 entry of this formula, charge and spin) = 16.65 kJ/mol
net charge = +1
HOMO (spin up / spin down) = -10.2 / -10.6 eV
spin multiplicity = 6

Structure (XYZ):
```
103
C43H45BI2N7O2RuSSb, DFT ωB97M-V/def2-TZVPD
Ru -0.36 1.45 0.75
C 1.55 5.54 1.68
C 1.59 4.34 0.96
N 0.53 3.59 1.25
N -0.21 4.28 2.13
C 0.37 5.46 2.41
B -1.55 3.75 2.65
N -2.46 3.40 1.45
C -3.60 4.00 1.10
C -4.10 3.39 -0.03
C -3.18 2.39 -0.32
N -2.20 2.40 0.59
N -1.30 2.42 3.40
C -1.55 2.12 4.67
C -1.21 0.80 4.90
C -0.74 0.35 3.68
N -0.79 1.34 2.77
H 2.25 6.35 1.65
H 2.33 4.01 0.26
H -0.07 6.16 3.09
H -2.08 4.55 3.36
H -3.99 4.83 1.68
H -5.00 3.63 -0.57
H -3.20 1.68 -1.13
H -1.97 2.85 5.35
H -1.28 0.24 5.82
H -0.38 -0.63 3.42
C 0.60 1.94 -7.76
C 0.51 1.60 -6.30
C 1.60 1.10 -5.62
C 1.54 0.79 -4.26
C 2.79 0.26 -3.60
C 0.35 1.04 -3.57
C -0.78 1.50 -4.26
C -2.13 1.61 -3.59
C -0.68 1.79 -5.61
C 0.26 0.74 -2.10
O 0.58 -0.39 -1.70
O -0.11 1.69 -1.30
H 1.49 1.51 -8.22
H 0.65 3.03 -7.90
H -0.27 1.58 -8.31
H 2.52 0.92 -6.15
H 3.47 -0.13 -4.35
H 2.55 -0.55 -2.91
H 3.31 1.04 -3.05
H -2.49 0.62 -3.31
H -2.86 2.07 -4.26
H -2.07 2.21 -2.68
H -1.55 2.15 -6.14
I -0.38 4.84 -1.88
I -1.68 7.15 -0.09
S 4.13 1.99 2.05
C 4.01 1.65 0.37
C 2.76 1.22 0.08
N 1.91 1.15 1.15
C 2.51 1.54 2.25
H 4.85 1.79 -0.29
H 2.41 0.92 -0.90
H 2.02 1.59 3.21
C 3.17 -2.58 -0.28
C 2.05 -3.34 -0.94
C 2.33 -4.32 -1.89
C 1.31 -5.05 -2.49
C -0.01 -4.82 -2.13
C -0.30 -3.85 -1.19
C 0.72 -3.11 -0.60
Sb 0.23 -1.62 0.87
C 1.19 -2.58 2.59
C 1.99 -1.75 3.38
C 2.73 -2.26 4.44
C 2.66 -3.61 4.72
C 1.87 -4.44 3.94
C 1.13 -3.95 2.86
C 0.34 -4.94 2.04
C -1.84 -2.10 1.30
C -2.12 -2.67 2.54
C -3.41 -3.06 2.87
C -4.43 -2.87 1.96
C -4.17 -2.26 0.74
C -2.88 -1.85 0.40
C -2.65 -1.15 -0.91
H 4.08 -2.62 -0.88
H 3.40 -3.02 0.69
H 2.90 -1.53 -0.13
H 3.36 -4.52 -2.16
H 1.55 -5.79 -3.24
H -0.81 -5.39 -2.58
H -1.33 -3.69 -0.89
H 2.03 -0.69 3.17
H 3.35 -1.60 5.03
H 3.23 -4.03 5.54
H 1.82 -5.50 4.15
H -0.05 -5.73 2.68
H 0.98 -5.40 1.29
H -0.50 -4.47 1.53
H -1.32 -2.83 3.26
H -3.61 -3.50 3.84
H -5.44 -3.18 2.19
H -4.98 -2.10 0.03
H -3.59 -0.93 -1.41
H -2.03 -1.73 -1.59
H -2.12 -0.21 -0.72
```

---

[4]
C4H8S2 | ωB97M-V/def2-TZVPD

Properties
frontier orbital gap = 0.3437 hartree
relative energy (zero: lowest compared OMol25 entry of this formula, charge and spin) = 363.66 kJ/mol
HOMO = -8.6 eV
spin multiplicity = 1
SMILES = SCC[C@@H]1CS1

Structure (XYZ):
```
14
C4H8S2, DFT ωB97M-V/def2-TZVPD
C 0.84 -1.04 -1.14
C -0.44 -1.22 -0.32
C -0.47 -0.61 1.02
C -1.79 -0.29 1.27
H 0.53 1.58 -1.26
H 0.52 -1.41 -2.20
H 1.63 -1.70 -0.60
H -0.71 -2.28 -0.04
H -1.29 -0.98 -0.91
H 0.14 -0.70 1.93
H -2.47 -0.53 2.27
H -2.43 -0.36 0.33
S 1.78 0.54 -1.25
S -0.83 1.04 0.96
```